Record 1
# C4H6O5S2

One molecule with the formula C4H6O5S2 (the ωB97M-V functional and the def2-TZVPD basis, OMol25).

Computed properties:
ΔE to the lowest compared entry with this formula, charge and spin = 52.3 kcal/mol
LUMO level = -0.5 eV
Gap between HOMO and LUMO = 9.063 eV
HOMO level = -9.54 eV

Atoms and positions in Å:
C 0.107 1.019 0.468
C -0.584 -0.362 1.554
C 1.885 -0.168 -0.664
C 1.578 1.074 0.185
O -2.232 1.552 0.207
O -1.071 -0.190 -1.425
O -2.701 -1.904 -0.761
O -1.645 -0.824 1.032
O -0.036 -0.709 2.560
S -0.917 2.136 -0.103
S -2.242 -0.381 -0.611
H 1.331 -0.176 -1.617
H 1.708 -1.098 -0.173
H 3.016 -0.206 -0.776
H 2.026 0.973 1.157
H 1.795 1.912 -0.567
H -2.017 -2.647 -0.466

These are the Löwdin partial charges, in e, on atoms 1 to 4: C -0.383; C -0.458; C -0.115; C -0.264


Record 2
# C47H58BrCl2N2O3PS2Ti

C47H58BrCl2N2O3PS2Ti as an isolated structure (the ωB97M-V functional and the def2-TZVPD basis, OMol25).

Computed properties:
ΔE to the lowest compared entry with this formula, charge and spin = 17.9 kcal/mol
LUMO level = -1.2 eV
Gap between HOMO and LUMO = 6.001 eV
HOMO level = -7.17 eV

Atoms and positions in Å:
Ti -0.630 1.133 -0.326
C -2.219 -0.757 -3.931
N -1.078 0.127 -3.762
C -1.271 1.349 -4.548
C -0.160 2.388 -4.447
N -0.114 3.107 -3.185
C -1.143 4.129 -3.058
C 1.178 3.583 -2.813
C 2.108 3.965 -3.774
C 3.386 4.379 -3.425
C 3.748 4.437 -2.090
C 2.826 4.074 -1.117
C 1.551 3.636 -1.458
S 0.436 3.239 -0.139
C 0.163 -0.530 -4.045
C 0.294 -1.326 -5.184
C 1.484 -1.952 -5.504
C 2.587 -1.759 -4.680
C 2.472 -0.968 -3.552
C 1.259 -0.356 -3.197
S 1.322 0.641 -1.750
H -2.412 -1.034 -4.978
H -3.124 -0.264 -3.572
H -2.068 -1.670 -3.354
H -2.225 1.789 -4.241
H -1.378 1.098 -5.617
H -0.293 3.072 -5.301
H 0.797 1.888 -4.592
H -0.999 4.951 -3.775
H -1.135 4.538 -2.049
H -2.128 3.691 -3.232
H 1.831 3.931 -4.821
H 4.089 4.663 -4.198
H 4.741 4.757 -1.800
H 3.100 4.105 -0.068
H -0.563 -1.449 -5.836
H 1.555 -2.568 -6.391
H 3.538 -2.222 -4.914
H 3.333 -0.809 -2.912
Cl -7.591 -1.569 -0.612
C -5.894 -1.240 -0.484
C -5.059 -2.199 0.113
C -3.715 -1.972 0.238
Cl -2.726 -3.210 0.930
C -3.099 -0.758 -0.189
O -1.848 -0.539 -0.016
C -3.979 0.150 -0.841
C -3.412 1.251 -1.525
O -2.210 1.553 -1.516
C -5.358 -0.091 -0.973
H -5.484 -3.129 0.468
H -4.063 1.877 -2.151
H -5.977 0.644 -1.476
Br -3.637 4.800 4.687
C -2.815 3.802 3.296
C -3.468 3.641 2.089
C -2.858 2.912 1.075
C -1.607 2.303 1.236
C -0.981 2.528 2.462
C -1.561 3.260 3.489
H -4.439 4.095 1.930
H -3.390 2.874 0.135
H 0.008 2.130 2.618
H -1.035 3.411 4.424
O 0.404 0.120 1.073
P 0.899 -1.164 1.733
C 0.783 -2.587 0.602
C 0.789 -3.945 1.340
C 1.009 -5.111 0.359
C 0.414 -4.776 -1.005
C 1.184 -3.602 -1.635
C 1.769 -2.663 -0.569
C 2.628 -0.992 2.297
C 2.824 -0.234 3.625
C 2.758 1.282 3.469
C 3.766 1.781 2.439
C 3.517 1.105 1.094
C 3.566 -0.419 1.211
C -0.185 -1.646 3.131
C -0.842 -0.436 3.798
C -1.923 -0.884 4.787
C -1.481 -2.079 5.659
C 0.031 -2.272 5.600
C 0.452 -2.617 4.169
H -0.216 -2.413 0.185
H -0.159 -4.087 1.863
H 1.573 -3.965 2.103
H 0.577 -6.022 0.775
H 2.079 -5.304 0.240
H -0.642 -4.515 -0.878
H 0.438 -5.644 -1.666
H 0.525 -3.025 -2.291
H 1.994 -3.973 -2.267
H 1.953 -1.685 -1.002
H 2.727 -3.049 -0.203
H 2.918 -2.037 2.466
H 3.819 -0.504 3.997
H 2.116 -0.569 4.381
H 2.919 1.758 4.439
H 1.759 1.568 3.134
H 4.785 1.570 2.785
H 3.683 2.866 2.334
H 4.256 1.426 0.357
H 2.544 1.417 0.711
H 4.583 -0.721 1.488
H 3.362 -0.865 0.241
H -0.996 -2.172 2.617
H -1.292 0.191 3.036
H -0.094 0.181 4.303
H -2.825 -1.145 4.227
H -2.190 -0.030 5.412
H -1.956 -2.999 5.304
H -1.812 -1.943 6.690
H 0.350 -3.071 6.271
H 0.536 -1.362 5.940
H 0.122 -3.634 3.956
H 1.539 -2.635 4.104

These are the Löwdin partial charges, in e, on atoms 1 to 4: Ti 0.787; C -0.076; N -0.158; C -0.161


| no. | F_max (hartree/bohr) |
| --- | --- |
| 1 | 0.0746 |
| 2 | 0.0146 |